Run i
Computed, not measured: a 2-piece molecular cluster, C3H11N2O overall, with ωB97M-V/def2-TZVPD.

Each line ends with the natural charge from an NBO analysis.
CARTESIAN COORDINATES (ANGSTROEM)
N -0.77 -0.57 -0.17  -0.70
H -2.47 -1.70 -2.91  0.25
N 0.88 -0.16 1.45  -0.61
H -0.44 -2.31 -1.23  0.21
H 0.63 1.02 -0.18  0.21
H 0.43 -0.71 2.17  0.44
H -2.85 -2.10 -1.29  0.22
C 0.28 0.10 0.33  0.50
H 1.67 0.42 1.72  0.46
O 2.33 2.66 1.47  -0.98
H -0.25 -0.98 -2.26  0.21
H 2.02 3.54 1.19  0.49
H -2.84 -0.43 -1.67  0.21
C -2.31 -1.36 -1.89  -0.63
H -1.63 -0.15 0.16  0.43
H 3.26 2.77 1.65  0.49
C -0.86 -1.32 -1.42  -0.21

## Properties
spin multiplicity	1
LUMO level	-0.175	hartree
charge	+1
HOMO	-14.1325	eV
orbital gap	9.357	eV

Run ii
Computed, not measured: a 2-piece molecular cluster, C3H11N2O overall, with ωB97M-V/def2-TZVPD.

Each line ends with the natural charge from an NBO analysis.
CARTESIAN COORDINATES (ANGSTROEM)
H 1.31 -1.42 -0.40  0.20
H -1.08 2.46 2.44  0.48
C -1.11 -1.26 -0.32  0.41
C 1.83 0.37 -1.38  -0.63
H 2.77 -0.18 -1.50  0.23
H -3.06 -0.57 -0.07  0.43
H -0.85 0.50 0.26  0.44
N -0.33 -0.19 -0.28  -0.49
H 2.28 1.31 -1.06  0.23
H 0.37 2.57 2.41  0.48
H 1.29 0.43 -2.31  0.24
H -0.65 -2.24 -0.39  0.22
H 1.57 -0.23 0.77  0.24
N -2.37 -1.30 0.09  -0.73
C 1.13 -0.35 -0.21  -0.22
H -2.75 -2.23 0.12  0.43
O -0.36 2.32 1.84  -0.96

## Properties
spin multiplicity	1
LUMO level	-0.145	hartree
charge	+1
HOMO	-15.2523	eV
orbital gap	11.317	eV

Run iii
Computed, not measured: a 2-piece molecular cluster, C3H11N2O overall, with ωB97M-V/def2-TZVPD.

Each line ends with the natural charge from an NBO analysis.
CARTESIAN COORDINATES (ANGSTROEM)
H -0.47 0.25 -3.19  0.25
H 0.41 -0.56 0.70  0.44
N 0.21 0.00 1.54  -0.68
H -1.81 -1.85 -0.66  0.42
H -0.48 -1.85 -1.69  0.41
H -0.15 0.86 1.10  0.46
N -1.04 -1.32 -1.04  -0.85
H -0.59 -0.42 2.02  0.46
C -1.14 0.02 -1.13  0.66
H 1.91 -0.61 2.75  0.25
H 1.40 1.08 2.90  0.24
O -1.84 0.70 -0.40  -0.63
H -0.66 1.70 -2.33  0.26
C -0.30 0.69 -2.20  -0.74
H 0.78 0.62 -2.04  0.23
C 1.52 0.25 2.21  -0.43
H 2.26 0.44 1.46  0.24

## Properties
spin multiplicity	1
LUMO level	-0.128	hartree
charge	+1
HOMO	-14.1538	eV
orbital gap	10.662	eV

Run iv
Computed, not measured: a 2-piece molecular cluster, C3H11N2O overall, with ωB97M-V/def2-TZVPD.

Each line ends with the natural charge from an NBO analysis.
CARTESIAN COORDINATES (ANGSTROEM)
H 1.24 2.25 1.50  0.44
H -2.62 -0.30 -0.68  0.48
C 1.07 -1.04 -0.47  -0.22
H -2.87 0.87 0.21  0.49
H -1.11 -1.46 -0.20  0.22
H 1.56 0.06 1.22  0.42
H -0.21 -2.04 1.08  0.21
N 0.57 2.39 0.59  -0.72
H 2.02 -1.38 -0.24  0.21
N 1.01 0.13 0.39  -0.53
O -2.18 0.47 -0.36  -0.96
H -0.03 -2.85 -0.61  0.23
H -0.12 1.16 -1.04  0.26
C 0.41 1.28 -0.13  0.42
C -0.16 -1.92 -0.09  -0.61
H 1.10 -0.88 -1.45  0.21
H 0.33 3.28 0.27  0.44

## Properties
spin multiplicity	1
LUMO level	-0.132	hartree
charge	+1
HOMO	-14.5391	eV
orbital gap	10.949	eV

Decreasing stability: run iii, run ii, run i, run iv

Run i
Computed, not measured: a 2-piece molecular cluster, C3H11N2O overall, with ωB97M-V/def2-TZVPD.

Each line ends with the natural charge from an NBO analysis.
CARTESIAN COORDINATES (ANGSTROEM)
H -1.32 0.19 2.02  0.22
H -0.16 1.16 1.10  0.22
H 1.39 1.83 -2.58  0.48
H 0.67 -0.11 3.24  0.25
H -1.78 -0.29 -2.70  0.43
N -1.12 -0.74 -2.09  -0.74
C -0.87 -0.08 -0.96  0.41
C 0.74 -0.45 2.21  -0.62
H 2.38 1.41 -1.54  0.49
H 0.67 -1.54 2.20  0.21
H 1.70 -0.16 1.81  0.23
N -0.72 -0.61 0.21  -0.48
C -0.42 0.16 1.43  -0.22
H -0.71 0.99 -0.99  0.25
H -1.18 -1.75 -2.06  0.41
H -0.70 -1.62 0.33  0.42
O 1.43 1.60 -1.64  -0.96

## Properties
spin multiplicity	1
LUMO level	-0.120	hartree
charge	+1
HOMO	-15.1896	eV
orbital gap	11.919	eV

Run ii
Computed, not measured: a 2-piece molecular cluster, C3H11N2O overall, with ωB97M-V/def2-TZVPD.

Each line ends with the natural charge from an NBO analysis.
CARTESIAN COORDINATES (ANGSTROEM)
C -1.61 0.09 -0.86  -0.32
O 0.02 -1.60 -0.68  -0.56
H -1.78 -0.08 1.59  0.48
C 3.02 0.44 0.01  -0.84
H 4.11 0.39 -0.04  0.24
H 2.66 1.54 0.12  0.21
N -0.92 -0.78 1.20  -0.76
C -0.73 -0.82 -0.07  0.72
H 2.70 0.14 -0.88  0.20
H -1.14 0.42 -1.84  0.25
H -2.74 1.78 -0.51  0.41
N -2.19 1.12 0.01  -0.83
H -1.44 1.66 0.44  0.37
H 2.62 -0.16 0.77  0.19
H -2.40 -0.60 -1.13  0.26
H 0.53 -2.26 -0.20  0.54
H -0.70 -1.26 2.07  0.46

## Properties
spin multiplicity	1
LUMO level	-0.137	hartree
charge	+1
HOMO	-14.8324	eV
orbital gap	11.113	eV

Decreasing stability: run i, run ii